Entry a
# C19H62N8O12

A cluster of 12 separate species, C19H62N8O12 in total (ωB97M-V/def2-TZVPD, OMol25).

```
! RIJCOSX wB97M-V def2-TZVPD def2/J DEFGRID3
* xyz 0 1
C 2.79 4.29 1.76
C 1.63 3.68 2.55
O 2.22 3.26 3.67
H 2.41 4.85 0.87
H 3.31 3.49 1.22
H 3.48 4.90 2.36
H 1.06 2.86 2.13
H 0.99 4.54 2.74
H 1.49 2.97 4.22
C 3.56 -0.51 2.47
C 2.49 -0.60 3.55
O 2.27 -1.96 3.60
H 4.25 -1.26 2.70
H 4.05 0.50 2.52
H 3.27 -0.63 1.43
H 1.55 -0.10 3.23
H 2.85 -0.27 4.51
H 2.84 -2.32 4.25
C -0.28 5.25 -0.98
C -0.52 3.89 -0.17
O -1.70 3.44 -0.49
H -1.03 5.97 -0.72
H -0.32 5.01 -2.05
H 0.75 5.54 -0.68
H -0.24 4.14 0.88
H 0.19 3.14 -0.51
H -1.86 2.68 0.15
C -4.54 -2.37 -1.24
C -3.39 -3.40 -0.96
O -2.36 -2.66 -0.39
H -5.53 -2.85 -0.94
H -4.60 -1.98 -2.26
H -4.40 -1.47 -0.72
H -3.04 -4.01 -1.78
H -3.74 -4.11 -0.27
H -1.70 -3.24 -0.09
C 0.11 1.99 -3.39
C 1.29 2.87 -3.56
O 2.15 2.11 -4.39
H 0.39 1.16 -2.67
H -0.28 1.60 -4.32
H -0.77 2.54 -2.93
H 1.61 3.32 -2.65
H 0.98 3.74 -4.15
H 3.09 2.41 -4.35
C 1.17 -5.09 -2.24
C 0.04 -4.27 -1.61
O 0.03 -4.47 -0.24
H 1.17 -4.96 -3.30
H 0.90 -6.09 -1.95
H 2.11 -4.99 -1.77
H -0.95 -4.58 -1.95
H 0.18 -3.14 -1.89
H 0.64 -3.80 0.09
C -0.08 0.74 0.81
C -0.87 0.19 -0.36
O -0.14 -0.62 -1.16
H 1.04 0.67 0.73
H -0.26 -0.05 1.54
H -0.25 1.70 1.26
H -1.13 0.95 -1.04
H -1.86 -0.22 -0.18
H -0.71 -1.06 -1.82
C -2.75 1.79 2.33
O -1.69 1.60 3.15
N -3.34 0.72 1.83
N -3.38 2.82 2.01
H -2.95 -0.22 2.02
H -4.14 0.74 1.16
H -2.92 3.77 2.31
H -4.40 2.83 1.60
C -1.38 -2.36 3.11
O -1.09 -3.37 2.23
N -2.61 -2.04 3.39
N -0.48 -1.68 3.73
H -3.37 -2.39 2.81
H -2.82 -1.44 4.22
H 0.56 -1.76 3.56
H -0.64 -0.92 4.40
C -2.36 -0.57 -3.36
O -3.15 0.30 -2.54
N -1.82 -0.21 -4.48
N -2.08 -1.83 -3.11
H -2.14 0.75 -4.80
H -1.41 -0.71 -5.19
H -2.45 -2.21 -2.23
H -1.36 -2.21 -3.73
C 2.53 -2.79 -0.10
O 2.76 -2.27 -1.40
N 1.48 -2.32 0.52
N 3.12 -3.81 0.42
H 0.96 -1.52 0.06
H 1.64 -2.25 1.51
H 3.88 -4.28 -0.08
H 2.85 -4.28 1.30
C 3.05 1.73 -0.72
O 3.00 0.68 -1.69
H 3.13 1.28 0.24
H 2.05 2.13 -0.77
H 3.81 2.51 -0.93
H 2.09 0.52 -1.89
*
```

Calculated values
Frontier orbital gap: 0.3173 Ha
Lowest unoccupied orbital energy: 0.009 Eh
M: 594.7 g mol⁻¹

Entry b
# C19H62N8O12

A cluster of 12 separate species, C19H62N8O12 in total (ωB97M-V/def2-TZVPD, OMol25).

```
! RIJCOSX wB97M-V def2-TZVPD def2/J DEFGRID3
* xyz 0 1
C 2.86 -1.07 9.26
C 2.28 0.16 8.51
O 1.22 0.69 9.20
H 3.46 -1.57 8.50
H 2.14 -1.88 9.69
H 3.58 -0.71 10.00
H 1.97 -0.24 7.55
H 3.03 0.94 8.13
H 0.69 -0.05 9.32
C 4.95 5.49 8.14
C 5.65 5.69 9.51
O 4.71 6.02 10.49
H 5.62 5.61 7.23
H 4.07 6.15 8.04
H 4.60 4.43 8.06
H 6.41 6.45 9.54
H 6.35 4.84 9.85
H 5.15 6.63 11.15
C -0.66 6.52 4.17
C -1.69 6.36 3.03
O -1.07 5.80 1.87
H 0.17 7.07 3.62
H -0.21 5.64 4.63
H -1.12 7.14 4.95
H -2.25 7.29 2.83
H -2.39 5.64 3.26
H -0.42 5.20 2.18
C 4.30 2.41 10.44
C 3.49 1.94 11.62
O 2.15 2.41 11.16
H 5.21 1.87 10.49
H 4.51 3.44 10.71
H 3.83 2.27 9.49
H 3.90 2.40 12.58
H 3.56 0.79 11.59
H 1.91 1.79 10.40
C 1.33 1.32 5.04
C -0.12 1.31 5.36
O -0.82 2.41 4.85
H 1.44 1.69 4.00
H 1.74 0.33 5.03
H 2.02 1.75 5.67
H -0.30 1.15 6.45
H -0.51 0.40 4.95
H -1.50 2.77 5.45
C 1.77 8.93 6.02
C 1.34 7.60 6.62
O -0.01 7.78 7.19
H 1.01 9.57 5.73
H 2.31 8.75 5.04
H 2.51 9.43 6.66
H 2.04 7.30 7.45
H 1.28 6.96 5.78
H 0.06 7.99 8.15
C -2.48 3.62 10.25
C -1.66 2.31 10.30
O -1.62 1.70 9.07
H -3.49 3.55 10.02
H -2.00 4.25 9.50
H -2.43 4.18 11.16
H -2.12 1.68 10.99
H -0.64 2.49 10.70
H -1.34 0.80 9.21
C -2.49 4.63 6.57
O -3.19 5.46 5.74
N -1.28 4.93 7.01
N -2.89 3.52 7.04
H -1.00 5.86 6.79
H -0.60 4.32 7.39
H -3.85 3.25 6.93
H -2.46 3.10 7.87
C 5.19 3.07 5.15
O 4.48 2.11 5.74
N 4.69 3.82 4.19
N 6.43 3.31 5.39
H 3.64 3.88 4.27
H 5.28 4.53 3.72
H 6.87 2.66 6.04
H 7.05 4.14 5.12
C 1.55 5.93 10.12
O 1.84 7.22 10.09
N 2.38 4.99 10.47
N 0.38 5.39 9.94
H 3.29 5.34 10.50
H 2.26 3.93 10.54
H -0.29 6.16 9.76
H 0.31 4.51 9.39
C 1.67 4.26 2.88
O 2.24 4.69 4.05
N 2.32 4.39 1.72
N 0.51 3.77 2.72
H 3.36 4.68 1.67
H 1.88 4.06 0.83
H 0.04 3.50 3.57
H -0.01 3.62 1.82
C 1.63 4.00 7.21
O 0.67 3.43 8.08
H 1.14 4.24 6.25
H 2.53 3.36 7.04
H 1.94 4.93 7.76
H 0.84 2.52 8.17
*
```

Calculated values
Frontier orbital gap: 0.3092 Ha
Lowest unoccupied orbital energy: -0.005 Eh
M: 594.7 g mol⁻¹

Of them, entry a has the lowest stability.

Entry a
# C5H5ClNO2

The ion C5H5ClNO2 with charge -1 (ωB97M-V/def2-TZVPD, OMol25).

```
! RIJCOSX wB97M-V def2-TZVPD def2/J DEFGRID3
* xyz -1 1
C -1.24 -1.30 -0.10
C -1.71 -0.07 0.09
C 0.23 -1.27 -0.03
C -0.64 0.99 0.22
C 1.91 0.52 -0.15
N 0.58 0.05 0.08
O -0.69 1.95 -0.57
O 1.06 -2.18 -0.20
Cl -3.43 0.15 0.22
H -1.76 -2.12 -0.34
H -0.68 1.45 1.36
H 1.85 0.94 -1.07
H 1.99 1.21 0.68
H 2.54 -0.33 -0.18
*
```

Calculated values
Frontier orbital gap: 0.2610 Ha
Lowest unoccupied orbital energy: 0.128 Eh
M: 146.6 g mol⁻¹

Entry b
# C5H5ClNO2

The ion C5H5ClNO2 with charge -1 (ωB97M-V/def2-TZVPD, OMol25).

```
! RIJCOSX wB97M-V def2-TZVPD def2/J DEFGRID3
* xyz -1 1
C 0.03 -0.95 0.66
C -2.46 0.97 -0.12
C 0.85 -0.43 -0.61
C -1.31 0.97 1.03
C 0.91 1.01 -0.81
N -0.75 -0.17 1.28
O -2.69 -0.12 -0.67
O -3.04 2.05 -0.17
Cl 2.05 1.94 0.18
H 0.14 -2.07 0.78
H 1.84 -0.93 -0.58
H 0.38 -0.75 -1.46
H -1.32 1.64 1.87
H 0.31 1.63 -1.51
*
```

Calculated values
Frontier orbital gap (spin up / spin down): 0.2292 / 0.2705 Ha
Lowest unoccupied orbital energy (spin up / spin down): 0.127 / 0.127 Eh
M: 146.6 g mol⁻¹

Of them, entry b has the lowest stability.

Entry a
# C2H3ClF2N2

A structure of composition C2H3ClF2N2 (ωB97M-V/def2-TZVPD, OMol25).

```
! RIJCOSX wB97M-V def2-TZVPD def2/J DEFGRID3
* xyz 0 1
C 0.37 0.25 0.18
C -1.06 0.45 -0.47
H -0.15 -1.88 0.16
H 1.29 -1.71 1.07
H 2.08 1.09 0.87
N 0.55 -1.08 0.24
N 0.98 1.32 0.67
F -1.73 1.39 0.07
F -1.81 -0.67 -0.51
Cl -0.53 0.84 -2.29
*
```

Calculated values
Frontier orbital gap: 0.3660 Ha
Lowest unoccupied orbital energy: 0.010 Eh
M: 128.5 g mol⁻¹

Entry b
# C2H3ClF2N2

The molecule C2H3ClF2N2 (ωB97M-V/def2-TZVPD, OMol25).

```
! RIJCOSX wB97M-V def2-TZVPD def2/J DEFGRID3
* xyz 0 1
C -1.11 -0.07 -0.10
C 0.34 0.32 0.22
H -2.54 -1.32 0.22
H -1.24 -1.51 1.26
H -1.30 1.51 -1.00
N -1.56 -1.29 0.31
N -1.87 0.68 -0.83
F 0.54 1.63 -0.15
F 0.52 0.31 1.54
Cl 1.43 -0.78 -0.59
*
```

Calculated values
Frontier orbital gap: 0.3986 Ha
Lowest unoccupied orbital energy: 0.029 Eh
M: 128.5 g mol⁻¹

Of them, entry a has the lowest stability.

Entry a
# C3H4ClFO

The molecule C3H4ClFO (ωB97M-V/def2-TZVPD, OMol25).

```
! RIJCOSX wB97M-V def2-TZVPD def2/J DEFGRID3
* xyz 0 1
C 0.76 1.41 0.41
C -0.68 -0.44 -0.01
C -0.55 -1.52 -0.69
H 1.08 2.23 -0.19
H 1.74 0.81 0.61
H 0.31 1.91 1.31
H -1.22 -0.40 0.90
O -0.04 0.69 -0.50
F 0.03 -1.81 -1.80
Cl -1.43 -2.87 -0.05
*
```

Calculated values
Frontier orbital gap: 0.3711 Ha
Lowest unoccupied orbital energy: 0.032 Eh
M: 110.5 g mol⁻¹

Entry b
# C3H4ClFO

A structure of composition C3H4ClFO (ωB97M-V/def2-TZVPD, OMol25).

```
! RIJCOSX wB97M-V def2-TZVPD def2/J DEFGRID3
* xyz 0 1
C 0.28 0.57 0.30
C 0.71 -0.80 -0.17
C -1.02 0.24 0.06
H 1.58 -0.98 -0.95
H 1.02 -1.57 0.50
H -1.95 -0.20 0.78
H -1.52 1.01 -0.68
O -0.75 -0.91 -0.93
F 0.62 1.42 -0.62
Cl 1.04 1.21 1.73
*
```

Calculated values
Frontier orbital gap: 0.4113 Ha
Lowest unoccupied orbital energy: 0.032 Eh
M: 110.5 g mol⁻¹

Of them, entry b has the lowest stability.